[1]
{"formula": "C26H39FO24", "method": "ωB97M-V with the def2-TZVPD basis set", "e_tot_ev": -79452.259, "total_charge": 0, "smiles": "O=C1OC[C@@H](F)O1.CCOC(=O)OC.CCOC(=O)OC.O=C1OCCO1.O=C1OCCO1.O=C1OCCO1.O=C1OCCO1.O=C1OCCO1", "species": ["H", "O", "O", "H", "O", "O", "H", "C", "H", "C", "O", "C", "O", "H", "C", "H", "H", "C", "O", "H", "H", "H", "H", "H", "H", "C", "H", "H", "C", "O", "H", "O", "O", "H", "C", "C", "O", "H", "C", "H", "H", "O", "O", "H", "H", "O", "H", "C", "O", "O", "H", "H", "O", "C", "H", "H", "C", "H", "C", "H", "H", "O", "O", "O", "C", "C", "C", "O", "H", "C", "H", "H", "O", "C", "C", "C", "H", "C", "O", "F", "C", "C", "C", "H", "H", "H", "H", "C", "O", "H"], "positions_angstrom": [[19.651, -4.738, 10.532], [10.758, -12.382, 10.760], [17.665, -5.460, 14.124], [11.970, -1.547, 12.617], [24.161, -7.247, 14.021], [22.560, -6.173, 12.899], [16.978, -7.170, 10.559], [13.757, -4.087, 10.425], [14.444, -2.263, 9.307], [16.294, -2.651, 14.792], [14.849, -9.715, 9.025], [14.798, -3.196, 9.731], [15.261, -1.825, 14.281], [22.511, -7.987, 10.578], [21.942, -7.935, 11.510], [14.151, -10.809, 11.624], [15.744, -10.678, 6.198], [12.371, -6.147, 15.479], [12.302, -12.885, 12.313], [13.028, -5.353, 15.824], [18.964, -8.247, 6.049], [11.418, -2.437, 14.053], [21.432, -7.995, 7.876], [11.390, 0.240, 14.982], [20.584, -6.533, 12.389], [15.891, -7.785, 12.376], [17.881, -4.305, 10.335], [16.676, -3.287, 13.988], [11.860, -1.503, 13.702], [16.667, -10.420, 7.987], [15.004, -12.176, 10.789], [11.148, -5.678, 14.929], [15.505, -6.330, 8.570], [17.636, -8.597, 11.364], [19.051, -6.309, 8.587], [15.861, -9.907, 6.958], [12.929, -11.846, 10.431], [15.640, -2.993, 10.396], [11.895, -12.367, 11.112], [11.982, -6.846, 16.223], [14.026, -8.775, 7.347], [16.656, -10.462, 10.212], [18.997, -6.708, 7.345], [19.159, -3.326, 9.557], [9.964, -0.603, 14.265], [13.738, -3.487, 14.278], [21.112, -8.635, 11.598], [17.152, -7.636, 11.526], [19.371, -6.977, 9.551], [13.159, -1.322, 14.271], [10.996, 0.384, 13.303], [13.335, -7.820, 14.702], [18.895, -4.980, 8.608], [20.901, -8.182, 6.947], [13.957, -12.364, 13.357], [13.897, -6.337, 13.884], [19.390, -8.049, 7.031], [16.224, -8.973, 6.534], [17.308, -6.354, 13.433], [15.970, -3.359, 15.554], [21.655, -5.850, 11.059], [15.297, -4.096, 8.725], [14.335, -5.361, 10.227], [17.940, -6.723, 12.288], [23.282, -7.241, 13.215], [15.083, -5.346, 9.104], [14.020, -2.315, 14.318], [16.213, -7.110, 13.576], [21.155, -9.195, 6.629], [21.562, -6.514, 11.912], [13.740, -10.478, 7.427], [13.605, -3.879, 11.483], [9.862, -6.217, 13.154], [16.126, -10.230, 9.167], [10.877, -6.317, 13.754], [13.037, -6.850, 14.301], [15.510, -8.768, 12.645], [18.875, -4.323, 9.896], [11.933, -7.071, 13.420], [12.558, -4.020, 9.790], [11.008, -0.326, 14.137], [14.495, -9.717, 7.629], [13.733, -12.797, 12.380], [21.222, -7.518, 6.143], [15.058, -7.265, 11.894], [17.167, -2.100, 15.133], [18.933, -8.765, 7.714], [14.088, -11.836, 11.262], [22.831, -8.336, 12.548], [14.168, -13.795, 12.313]]}

[2]
{"formula": "C12H21N5OS", "method": "ωB97M-V with the def2-TZVPD basis set", "e_tot_ev": -33117.798, "total_charge": 0, "smiles": "CCc1nnc(NC(=O)CN2CCN(CC)CC2)s1", "species": ["C", "N", "H", "C", "C", "H", "H", "H", "H", "N", "C", "H", "H", "H", "C", "N", "H", "C", "O", "H", "C", "C", "H", "S", "H", "H", "H", "C", "H", "H", "C", "C", "N", "H", "H", "C", "H", "N", "H", "H"], "positions_angstrom": [[-4.662, -2.635, -0.339], [0.306, -1.328, -0.908], [4.172, 4.433, 4.165], [1.561, 2.403, -0.275], [2.335, 0.431, 0.809], [1.894, 4.112, 3.271], [1.323, 0.179, 1.170], [1.103, -1.884, -0.633], [1.555, 2.937, -1.227], [2.265, 2.513, 2.038], [-0.923, -1.880, -0.657], [3.263, 3.499, 0.440], [3.047, 0.754, 2.817], [-5.033, -1.684, -2.246], [-5.263, -2.621, -1.745], [2.306, 1.167, -0.441], [-4.859, -3.440, -2.336], [0.454, -0.096, -1.489], [-0.507, 0.565, -1.816], [-6.342, -2.732, -1.690], [3.023, 1.293, 1.867], [2.616, 3.293, 3.206], [2.905, -0.491, 0.665], [-2.406, -1.054, -1.051], [0.519, 2.218, 0.029], [4.204, 4.539, 2.405], [-4.891, -3.576, 0.163], [4.035, 3.870, 3.245], [-5.085, -1.814, 0.244], [1.687, 4.178, 0.937], [1.895, 0.384, -1.592], [2.247, 3.252, 0.792], [-1.078, -3.041, -0.114], [1.979, 1.022, -2.475], [2.468, 2.647, 4.077], [-3.187, -2.489, -0.384], [4.058, 1.485, 1.537], [-2.357, -3.373, 0.033], [4.778, 3.076, 3.216], [2.577, -0.464, -1.694]]}

[3]
{"formula": "C32H28N6Sn", "method": "ωB97M-V with the def2-TZVPD basis set", "e_tot_ev": -48405.264, "total_charge": 0, "species": ["C", "C", "H", "H", "C", "C", "C", "C", "H", "H", "H", "C", "C", "H", "C", "N", "H", "H", "N", "H", "H", "C", "H", "C", "H", "H", "H", "H", "C", "C", "C", "C", "C", "C", "H", "H", "C", "C", "H", "H", "H", "C", "H", "Sn", "H", "N", "N", "H", "C", "H", "H", "N", "C", "N", "C", "C", "H", "H", "H", "C", "C", "C", "C", "C", "C", "C", "C"], "positions_angstrom": [[3.940, -2.919, -0.382], [-1.248, 3.214, -1.695], [-0.946, -5.205, 2.595], [-0.835, 5.663, -0.722], [-0.393, -3.364, 1.617], [-3.594, 2.471, -3.036], [-2.002, 4.178, -2.451], [1.047, -2.227, -3.635], [3.518, -2.565, -2.476], [-3.844, -4.105, 4.393], [1.984, -1.685, 2.110], [0.083, 5.062, -0.640], [-0.564, -1.924, 1.479], [-2.839, 0.348, 4.226], [-2.084, 2.185, 3.197], [1.000, 1.456, -0.515], [-2.391, 3.001, 3.825], [5.504, -3.434, -1.637], [-1.080, 0.975, 1.543], [-2.548, -5.267, 4.537], [3.051, 2.889, 0.450], [-1.122, -4.134, 2.499], [3.367, 5.259, -0.012], [1.281, 5.647, -0.368], [-1.695, 5.226, -2.468], [-2.461, -3.801, 5.479], [0.331, -3.849, 0.953], [-3.351, 0.536, -2.260], [2.245, 3.468, 0.003], [-2.304, -2.091, 3.239], [-2.941, 1.520, -2.305], [5.280, -3.580, -0.581], [-3.183, 3.818, -3.041], [1.393, -1.702, 0.090], [-3.060, -1.655, 3.851], [-4.464, 2.173, -3.562], [2.349, -1.885, 1.116], [1.047, 2.931, -0.451], [-3.794, 4.532, -3.513], [1.366, 6.728, -0.393], [1.281, 1.122, -1.469], [-2.014, -3.460, 3.348], [1.603, 1.062, 0.222], [-0.958, 0.244, -0.549], [-1.145, 3.143, 1.403], [-0.059, -0.742, -2.292], [-1.770, 0.142, 2.386], [5.235, -4.676, -0.289], [-1.579, -1.312, 2.316], [4.179, -2.733, 1.731], [-1.566, -0.211, -3.748], [0.048, -1.342, 0.429], [-2.714, -4.162, 4.479], [1.058, -1.613, -2.409], [-0.030, 3.684, -0.930], [-0.700, -0.769, -3.516], [-0.158, -1.697, -5.437], [6.000, -2.928, -0.024], [1.820, -2.819, -4.079], [1.844, -1.925, -1.260], [3.154, -2.509, -1.451], [-1.471, 2.257, 1.966], [2.361, 4.864, -0.120], [-2.238, 0.837, 3.449], [-0.036, -1.688, -4.358], [-1.726, 1.877, -1.751], [3.540, -2.532, 0.893]]}

Relative energy (zero: lowest compared OMol25 entry of this formula, charge and spin)
In order: 0.0 136.8 0.0
Unit: kJ/mol
Molecular weight
In order: 754.57 283.40 615.33
Unit: g mol⁻¹